[1]
This record from the OMol25 dataset describes a molecular structure, C31H65Br20F3INP3. The level of theory is the ωB97M-V functional and the def2-TZVPD basis.

Computed properties:
Total charge   -1
Lowest unoccupied orbital energy   1.312 eV
Kohn-Sham gap   5.0 eV
HOMO   -3.7 eV

Cartesian coordinates (Å):
C 2.48433 0.28935 4.19397
C 1.66070 -0.86832 3.37740
P 0.06140 -0.16203 2.61486
C 0.45747 1.28879 1.45229
C 1.15117 0.60607 0.08684
P -1.45199 0.31516 4.12391
I -0.81441 2.70138 3.95189
C -2.84719 0.44447 2.85494
C -4.04297 1.49739 3.10849
C -5.40389 0.65002 3.59139
C -6.33359 0.17098 2.29101
C -6.35731 1.49596 4.62237
C -1.81603 -1.53679 4.52277
C -1.54053 -2.58330 3.30376
C -2.37833 -4.01470 3.53878
F -2.01992 -4.55238 4.88495
Br -4.39295 -3.69620 3.62715
C -2.18213 -5.09364 2.32196
F -3.28783 -4.96094 1.30030
F -2.34490 -6.47567 2.88254
Br -0.42265 -5.04797 1.38743
P -2.73938 0.82263 5.84694
N -1.98778 0.62317 7.29146
H 2.13600 1.36683 3.83850
H 2.40241 0.15576 5.37624
H 3.63926 0.16620 3.92056
H 2.29582 -1.33741 2.48243
H 1.44138 -1.74237 4.13020
H 1.29435 2.03236 1.84508
H -0.49145 1.86565 1.02624
H 2.31455 0.86853 0.10112
H 0.73089 1.11429 -0.90522
H 0.98614 -0.55185 0.11224
H -0.35605 0.21335 5.08685
H -3.36605 -0.60791 2.63686
H -2.33738 0.73076 1.80998
H -4.35447 1.92488 2.03380
H -3.82944 2.43691 3.75798
H -5.00605 -0.37604 4.05339
H -5.69506 -0.69183 1.77341
H -7.27060 -0.36600 2.76979
H -6.60105 1.04727 1.56386
H -6.17217 2.66806 4.60101
H -7.48563 1.34654 4.29267
H -6.29664 1.09211 5.74139
H -1.10293 -1.86608 5.41888
H -2.90459 -1.56197 4.97421
H -0.40729 -2.89574 3.36814
H -1.88594 -2.22928 2.23758
H -3.08212 2.24246 5.79923
H -3.96621 0.08314 5.90690
H -1.03314 0.26597 7.11086
Br 4.44013 -0.88170 0.38308
C 5.41909 0.76635 0.74194
C 6.88528 0.49075 0.98137
Br 7.18507 -0.23448 2.76697
H 4.92522 1.25351 1.58736
H 5.28328 1.37841 -0.15418
H 7.46222 1.41931 0.95149
H 7.31471 -0.22174 0.27139
Br -0.83841 3.87680 -1.55321
C -0.68231 3.13566 -3.35030
C -2.01823 2.64489 -3.85771
Br -2.49607 0.93552 -3.04906
H 0.08013 2.35283 -3.30778
H -0.31526 3.96085 -3.96710
H -1.97395 2.44804 -4.93255
H -2.84091 3.33582 -3.65287
Br -9.32581 -2.26619 1.96039
C -10.77317 -0.98073 1.72382
C -10.25866 0.32616 1.16675
Br -9.36806 1.37967 2.54557
H -11.26772 -0.87465 2.69342
H -11.46235 -1.45521 1.01955
H -11.08711 0.95150 0.82239
H -9.54212 0.19808 0.35047
Br 10.19266 2.12540 1.20170
C 10.06248 3.84674 2.10902
C 8.76502 3.96517 2.87425
Br 7.26983 4.33175 1.67668
H 10.18876 4.62016 1.34624
H 10.91643 3.87338 2.79178
H 8.79691 4.81809 3.55798
H 8.50913 3.06311 3.43724
Br -0.43659 2.03819 -7.64088
C 0.54236 3.68624 -7.28201
C 2.00855 3.41064 -7.04258
Br 2.30835 2.68541 -5.25699
H 0.04849 4.17340 -6.43660
H 0.40656 4.29830 -8.17814
H 2.58549 4.33920 -7.07247
H 2.43799 2.69815 -7.75257
Br -3.69990 -3.07103 -6.30075
C -2.27065 -3.74296 -5.15666
C -1.82099 -2.69207 -4.16851
Br -0.68879 -1.35514 -5.02580
H -1.47006 -4.08967 -5.81606
H -2.70357 -4.60166 -4.63577
H -1.19504 -3.13725 -3.39006
H -2.64980 -2.15462 -3.69907
Br 3.68736 -3.92948 3.14403
C 5.53452 -4.55333 3.09917
C 6.09505 -4.70441 4.49415
Br 6.55761 -2.97165 5.26080
H 6.09510 -3.84726 2.48017
H 5.49514 -5.52182 2.59264
H 7.03343 -5.26568 4.47412
H 5.40300 -5.18678 5.19024
Br -0.46090 -4.34474 -8.97307
C -2.05824 -4.72933 -10.02369
C -2.17475 -3.79398 -11.20460
Br -2.80017 -2.03160 -10.65049
H -2.91057 -4.67447 -9.34069
H -1.93464 -5.76233 -10.36094
H -2.92939 -4.15449 -11.90924
H -1.23012 -3.64500 -11.73529
Br 7.93910 3.88974 -3.05583
C 6.34176 3.50515 -4.10645
C 6.22525 4.44050 -5.28736
Br 5.59983 6.20288 -4.73325
H 5.48943 3.56001 -3.42345
H 6.46536 2.47215 -4.44370
H 5.47061 4.07999 -5.99200
H 7.16988 4.58948 -5.81805

Atoms 1-2, force components in eV/Å:
1.19 -0.20 -0.20
1.00 0.49 0.60

Results of the Mulliken charge analysis, in e, for atoms 1 through 99:
1 C -0.805
2 C 0.031
3 P -0.121
4 C -0.099
5 C 0.259
6 P -0.749
7 I -0.107
8 C 0.071
9 C -0.818
10 C 1.158
11 C -0.943
12 C -0.970
13 C -0.818
14 C -0.704
15 C 0.369
16 F -0.337
17 Br -0.147
18 C 0.632
19 F -0.233
20 F -0.264
21 Br -0.113
22 P 0.887
23 N -0.979
24 H 0.178
25 H 0.248
26 H 0.113
27 H -0.009
28 H 0.289
29 H 0.304
30 H 0.187
31 H -0.228
32 H -0.332
33 H 0.228
34 H -0.020
35 H -0.242
36 H 0.039
37 H 0.268
38 H 0.282
39 H -0.157
40 H 0.211
41 H 0.058
42 H 0.305
43 H 0.200
44 H 0.049
45 H 0.286
46 H 0.277
47 H 0.319
48 H 0.294
49 H 0.320
50 H 0.039
51 H -0.054
52 H 0.262
53 Br -0.151
54 C -0.657
55 C -0.149
56 Br -0.112
57 H 0.396
58 H 0.409
59 H -0.114
60 H 0.380
61 Br -0.121
62 C -0.370
63 C -0.369
64 Br -0.107
65 H 0.193
66 H 0.214
67 H 0.143
68 H 0.407
69 Br -0.120
70 C -0.571
71 C -0.564
72 Br -0.064
73 H 0.357
74 H 0.327
75 H 0.336
76 H 0.371
77 Br -0.122
78 C -0.549
79 C -0.563
80 Br -0.118
81 H 0.354
82 H 0.339
83 H 0.358
84 H 0.320
85 Br -0.123
86 C -0.540
87 C -0.609
88 Br -0.080
89 H 0.256
90 H 0.374
91 H 0.331
92 H 0.409
93 Br -0.150
94 C -0.456
95 C -0.670
96 Br -0.062
97 H 0.279
98 H 0.359
99 H 0.350



[2]
This record from the OMol25 dataset describes a molecular structure, C31H65N4O5PReSe2. The level of theory is the ωB97M-V functional and the def2-TZVPD basis.

Computed properties:
Total charge   +2
<S²>   0.81
2S+1   2
Lowest unoccupied orbital energy (spin up / spin down)   -6.722 / -6.275 eV
Kohn-Sham gap (spin up / spin down)   6.1 / 6.8 eV
HOMO (spin up / spin down)   -12.8 / -13.1 eV

Cartesian coordinates (Å):
Re 1.76248 0.59938 0.91573
C 2.12871 3.16873 2.65467
N 1.31307 2.74283 1.48270
C -0.11358 2.96902 1.84144
C 1.61336 3.74734 0.38631
C 0.74584 3.63645 -0.89025
N 1.50719 3.68595 -2.13735
C 2.13019 4.99796 -2.33981
C 0.62749 3.37421 -3.26646
H 1.84845 4.18775 2.92992
H 3.18534 3.13411 2.40622
H 1.92655 2.50580 3.49167
H -0.25800 4.02576 2.08059
H -0.37238 2.35677 2.69957
H -0.75238 2.69481 1.00909
H 2.67510 3.65888 0.15211
H 1.46891 4.73381 0.83462
H -0.00758 4.43560 -0.88628
H 0.21382 2.68430 -0.88117
H 1.37577 5.79008 -2.41460
H 2.71315 4.98788 -3.25918
H 2.80215 5.23853 -1.51694
H -0.17723 4.11163 -3.37622
H 0.18190 2.39083 -3.11784
H 1.20553 3.36131 -4.19008
O 2.83085 -2.34277 2.88899
C 3.00570 -2.10677 4.27889
C 2.83537 -0.62793 4.61063
C 3.15630 -0.51223 6.11641
O 2.96859 0.83492 6.50889
C 1.40123 -0.11763 4.44399
Se 0.47989 -0.27923 2.72695
C 3.85398 0.26805 3.90375
Se 3.87586 0.41953 1.95424
H 2.92145 -3.28935 2.73881
H 4.00931 -2.41803 4.59095
H 2.27740 -2.67902 4.86424
H 4.19116 -0.82863 6.28845
H 2.49492 -1.18297 6.67589
H 3.14067 0.92238 7.45150
H 1.36892 0.93674 4.71300
H 0.74772 -0.64021 5.14389
H 4.86591 -0.05774 4.14844
H 3.74384 1.28828 4.27199
C 2.99630 -3.62079 -1.09848
O 3.33012 -2.33415 -1.67673
C 2.93133 -1.26947 -1.03872
O 2.26455 -1.29711 0.00595
N 3.31159 -0.12395 -1.62054
N 3.05369 1.07533 -0.93316
H 3.59678 -4.33823 -1.64509
H 1.93549 -3.81535 -1.24188
H 3.24738 -3.62440 -0.04133
H 3.95695 -0.14298 -2.39627
H 2.60878 1.77814 -1.58084
H 3.94061 1.46334 -0.61145
O -0.01814 0.25941 -0.23787
P -1.35822 -0.34673 -0.72580
C -2.53224 1.05937 -0.60133
C -3.71711 1.18536 -1.58037
C -5.04433 0.61872 -1.08578
C -5.37665 1.13584 0.31027
C -4.26202 0.81596 1.30075
C -2.92869 1.40836 0.84967
C -1.79482 -1.74626 0.36213
C -0.67818 -2.79983 0.50928
C -0.81353 -3.98632 -0.44135
C -2.17411 -4.65644 -0.29102
C -3.28490 -3.66358 -0.60404
C -3.18682 -2.40728 0.25858
C -1.16824 -0.67309 -2.50040
C -2.22781 -1.54563 -3.17799
C -2.15356 -1.32829 -4.69589
C -0.70024 -1.15321 -5.17261
C 0.26294 -1.86909 -4.22968
C 0.23640 -1.21572 -2.83954
H -1.81337 1.82452 -0.92907
H -3.45975 0.77349 -2.55711
H -3.85821 2.25861 -1.74292
H -5.02972 -0.47426 -1.09172
H -5.82634 0.91085 -1.78817
H -6.32258 0.71872 0.65594
H -5.51073 2.22185 0.26247
H -4.17461 -0.26509 1.42253
H -4.50594 1.21439 2.28681
H -2.13597 1.11679 1.54472
H -3.01158 2.49881 0.90970
H -1.79649 -1.17072 1.29949
H -0.74412 -3.18011 1.53353
H 0.30461 -2.33465 0.42617
H -0.01889 -4.70490 -0.22702
H -0.67857 -3.66601 -1.48172
H -2.28151 -5.01426 0.73819
H -2.24999 -5.52989 -0.93932
H -4.26108 -4.11908 -0.43070
H -3.25473 -3.40583 -1.66158
H -3.45394 -2.68530 1.28283
H -3.93683 -1.68825 -0.06014
H -1.26621 0.33851 -2.92028
H -3.23666 -1.34277 -2.81395
H -2.01653 -2.58849 -2.94551
H -2.74507 -0.45264 -4.97229
H -2.61183 -2.18278 -5.19517
H -0.43704 -0.09086 -5.20972
H -0.59203 -1.52832 -6.18937
H 1.28060 -1.84801 -4.62274
H -0.01757 -2.92323 -4.15794
H 0.94912 -0.39202 -2.80392
H 0.54736 -1.93812 -2.07889

Atoms 1-2, force components in eV/Å:
0.73 0.01 0.23
-0.15 0.00 0.06

Results of the Mulliken charge analysis, in e, for atoms 1 through 99:
1 Re 1.105
2 C -0.979
3 N -0.450
4 C -1.162
5 C -1.568
6 C -0.051
7 N -0.023
8 C -1.080
9 C -0.787
10 H 0.599
11 H 0.398
12 H 0.051
13 H 0.593
14 H 0.435
15 H 0.166
16 H 0.664
17 H 0.576
18 H 0.725
19 H -0.453
20 H 0.360
21 H 0.356
22 H 0.356
23 H 0.403
24 H -0.001
25 H 0.420
26 O -0.239
27 C -1.572
28 C 2.038
29 C -1.542
30 O -0.523
31 C -1.343
32 Se -0.426
33 C -1.498
34 Se -0.083
35 H 0.257
36 H 0.487
37 H 0.504
38 H 0.499
39 H 0.514
40 H 0.367
41 H 0.583
42 H 0.648
43 H 0.523
44 H 0.615
45 C -0.585
46 O -0.595
47 C 0.211
48 O 0.173
49 N -0.292
50 N -0.667
51 H 0.354
52 H 0.123
53 H 0.206
54 H 0.303
55 H 0.238
56 H 0.526
57 O 1.416
58 P -0.939
59 C 1.283
60 C -0.917
61 C -0.586
62 C -1.094
63 C -0.639
64 C -0.656
65 C 1.120
66 C 0.521
67 C -0.314
68 C -1.275
69 C -0.758
70 C -1.304
71 C 0.955
72 C -1.083
73 C -1.172
74 C -0.720
75 C -1.301
76 C 0.520
77 H -0.306
78 H 0.211
79 H 0.634
80 H 0.235
81 H 0.515
82 H 0.470
83 H 0.416
84 H 0.139
85 H 0.485
86 H -0.383
87 H 0.810
88 H 0.540
89 H 0.739
90 H -1.255
91 H 0.491
92 H -0.093
93 H 0.420
94 H 0.477
95 H 0.502
96 H 0.173
97 H 0.632
98 H -0.185
99 H 0.586